# 1
A structure of composition C9H14NO5Pd, computed with the ωB97M-V functional and the def2-TZVPD basis.

XYZ file:
```
30
Properties=species:S:1:pos:R:3:forces:R:3
Pd 0.833529 0.010724 -0.578206 0.431 -0.033 0.057
O 2.459819 2.373806 -0.033770 -0.053 -0.130 -0.071
C 1.622801 1.484763 0.620369 -0.168 0.414 0.226
O 0.372422 1.728384 0.644851 0.127 -0.179 -0.071
C 2.349155 0.877134 1.815725 0.071 -0.071 -0.002
O 2.060656 -0.488777 1.996447 -0.044 -0.042 -0.083
C 3.079608 -1.371012 1.532354 -0.117 -0.038 0.170
C 3.664763 -1.137525 0.130076 0.160 0.397 -0.350
O 4.861948 -1.423694 0.012989 -0.101 -0.163 -0.002
O 2.911209 -0.684725 -0.787324 -0.060 -0.106 0.218
H 1.930293 2.756696 -0.743981 -0.032 0.064 -0.003
H 3.421808 1.053319 1.700307 -0.006 -0.044 -0.019
H 1.997260 1.407188 2.705526 0.015 0.022 0.010
H 3.921001 -1.370559 2.231058 -0.010 0.030 0.027
H 2.621800 -2.361905 1.534150 0.029 -0.034 0.035
C -2.506618 -0.337290 0.632651 -0.035 -0.002 0.022
C -2.351192 -0.228389 -0.886217 0.140 0.028 -0.025
C -3.380122 -1.102452 -1.605122 -0.032 -0.008 -0.012
C -2.491003 1.235813 -1.307939 -0.017 0.015 -0.032
C -0.979439 -0.702003 -1.249975 -0.174 -0.077 -0.009
N -0.248914 -1.460950 -1.797883 -0.145 -0.050 -0.101
H -3.493873 0.033267 0.922333 0.003 -0.013 0.005
H -1.740477 0.255339 1.132981 0.011 0.005 -0.012
H -2.412693 -1.373934 0.960609 0.003 0.005 -0.005
H -4.389754 -0.761900 -1.360312 0.003 -0.009 -0.004
H -3.280742 -2.146001 -1.303918 0.010 0.009 0.008
H -3.245318 -1.049760 -2.686324 -0.004 0.014 0.006
H -3.489294 1.594079 -1.042532 0.011 0.016 -0.007
H -2.356743 1.344419 -2.386047 -0.016 -0.006 0.004
H -1.741901 1.845931 -0.802881 -0.001 -0.016 0.017
```
Forces are in eV/Å.

Output
Energy above the lowest of the compared OMol25 structures with the same formula, charge and spin: 4.96 kcal per mole
E: -910.2378 a.u.
HOMO-LUMO gap: 7.84 eV
Net charge: -1

# 2
A cluster of 12 separate species, C36H76ClF9N10O14S2 in total, computed with the ωB97M-V functional and the def2-TZVPD basis.

XYZ file:
```
148
Properties=species:S:1:pos:R:3:forces:R:3
C 2.574435 -1.289732 -2.243821 1.320 5.214 -1.716
O 1.587167 -0.353319 -1.628931 0.382 -1.443 0.221
O 3.485942 -0.302951 -2.837972 -0.958 -3.548 1.833
C 3.056782 -2.307978 -1.157571 1.229 1.933 -1.961
F 3.798244 -1.694207 -0.208340 -0.727 -0.387 0.397
F 2.083938 -3.042474 -0.642234 -0.389 0.003 0.762
F 3.902159 -3.164845 -1.758697 0.291 -0.619 -0.125
C 0.230650 -0.672015 -1.666894 -0.044 0.097 -0.351
C -0.518429 0.466432 -1.026782 -0.524 -0.462 0.791
H -0.099935 0.616696 -0.031603 0.057 0.278 0.010
H -0.538122 1.408827 -1.574139 0.264 -0.105 -0.152
H -1.540576 0.122922 -0.867651 -0.266 0.215 -0.044
H -0.026649 -1.609414 -1.173763 0.103 -0.141 0.378
H -0.143568 -0.798265 -2.682827 0.130 -0.036 -0.583
H 2.153358 -1.803739 -3.107872 -0.588 -0.680 0.372
C -2.990028 -3.843337 4.068628 0.348 -0.273 -0.246
C -3.508319 -4.394673 5.365763 3.629 -2.273 3.226
O -2.835558 -5.135782 6.130118 -3.866 3.316 -3.148
N -4.941462 -3.967254 5.850483 0.832 -2.167 -1.489
H -4.862270 -3.705922 6.822878 -0.062 0.180 0.374
H -5.296735 -3.215232 5.277472 -0.121 0.648 -0.191
C -5.913352 -5.175318 5.710409 0.166 0.650 0.504
H -3.486337 -4.344255 3.237454 -0.356 0.268 -0.142
H -1.934619 -4.087515 3.947767 -0.086 -0.518 0.494
H -2.961894 -2.761696 3.936859 -0.925 0.075 0.257
H -5.579700 -5.914953 6.438226 -0.213 0.111 -0.092
H -5.919782 -5.601453 4.707181 0.375 0.350 -0.021
H -6.897730 -4.756378 5.919214 0.057 -0.304 0.155
C 7.216521 -2.398455 -8.159006 -1.107 0.899 -0.996
C 5.968695 -1.885753 -8.914853 -2.445 -5.259 -2.110
O 5.159953 -2.560607 -9.627852 3.950 3.618 3.427
N 5.630170 -0.444611 -8.825344 0.166 1.168 -1.571
H 4.620768 -0.478170 -8.816277 -0.745 0.207 -0.687
H 5.818590 0.105143 -7.999285 0.912 -0.410 0.791
C 6.181075 0.392004 -10.038004 -1.243 0.175 -0.368
H 7.649054 -3.244099 -8.693696 0.071 0.354 -0.305
H 7.006672 -2.800009 -7.167626 -0.473 0.382 0.117
H 7.850140 -1.514111 -8.091523 0.565 -0.416 0.192
H 7.179590 0.126427 -10.385183 0.116 -0.072 0.940
H 6.024713 1.440602 -9.784808 0.596 -0.128 0.292
H 5.564267 0.271370 -10.928558 -0.366 -0.645 0.343
C -9.835947 8.491659 -3.156912 0.487 -0.577 0.863
C -9.633603 7.338197 -2.133034 -2.847 1.379 2.284
O -10.043250 7.336985 -0.969667 2.180 -0.610 -4.567
N -8.926429 6.112357 -2.728326 1.214 -0.030 2.099
H -9.512263 5.419948 -3.172714 -0.945 -0.272 0.272
H -8.350803 6.425036 -3.497084 0.397 0.398 -0.118
C -7.998123 5.382074 -1.641306 -0.522 0.569 -2.080
H -10.728916 8.389830 -3.773625 -0.457 -0.252 0.548
H -9.070707 8.597966 -3.925813 0.510 -0.168 0.365
H -9.878717 9.386640 -2.536209 -0.208 0.062 -0.303
H -7.267393 4.977218 -2.341468 0.122 -0.657 0.679
H -8.622226 4.650418 -1.128198 0.332 0.204 0.072
H -7.508928 6.134087 -1.022219 -0.507 -0.085 0.055
C 6.242189 3.367039 1.315708 -0.330 -0.220 -0.356
C 7.487544 3.688697 0.618602 0.385 1.832 1.825
O 8.052449 4.732680 0.782318 0.348 -1.679 -1.395
N 8.075426 2.598783 -0.269125 1.166 0.301 -0.636
H 7.395595 2.006259 -0.723924 -0.935 -0.358 0.302
H 8.453910 3.096266 -1.062450 0.842 0.418 -0.234
C 9.088717 1.662504 0.386019 -0.511 -0.027 0.653
H 6.028983 4.230302 1.946121 -0.123 -0.370 0.074
H 6.331374 2.432768 1.870054 -0.258 -0.023 0.067
H 5.491034 3.275985 0.531125 -0.460 -0.281 0.186
H 9.578699 1.034011 -0.357628 -0.398 0.090 -0.057
H 8.446305 1.101731 1.064955 0.446 -0.407 -0.039
H 9.857322 2.161639 0.976122 -0.310 0.507 -0.272
C -7.086881 -2.309349 -5.181206 -0.210 -0.276 -0.063
C -6.153677 -2.001889 -6.341702 1.695 -1.985 1.853
O -5.017655 -2.386469 -6.453816 -2.764 1.643 -0.782
N -6.848157 -1.148521 -7.446074 0.725 1.506 -1.245
H -7.362697 -1.562585 -8.210206 -0.154 -1.653 0.021
H -7.567986 -0.541984 -7.079939 -0.208 0.016 1.042
C -5.938496 -0.198554 -8.236000 0.292 -0.375 1.097
H -6.647074 -2.773393 -4.298407 0.905 0.188 -0.358
H -7.748316 -3.111570 -5.508374 -0.402 0.083 -0.360
H -7.689154 -1.492643 -4.783280 -0.036 0.239 -0.529
H -5.390386 -0.770710 -8.984533 -0.281 0.211 -0.028
H -5.230433 0.202524 -7.510813 -0.029 0.153 -0.234
H -6.616030 0.571132 -8.605650 0.418 -0.080 -0.371
C 0.166722 6.132005 -5.241746 0.261 -0.554 -0.090
C 0.372675 7.287111 -4.316242 2.629 -0.563 1.451
O 1.345113 7.406224 -3.590350 -3.238 0.392 -1.832
N -0.690815 8.396519 -4.314195 0.553 0.216 -0.950
H -1.477243 8.219693 -4.922763 0.009 -0.778 -0.839
H -1.207018 8.475935 -3.449715 0.717 0.523 1.140
C -0.077591 9.669999 -4.902902 -0.393 0.531 0.743
H -0.749903 5.567610 -5.070441 -0.050 0.053 0.494
H 1.041869 5.511151 -5.050038 -0.258 -0.244 0.027
H 0.150888 6.282317 -6.321222 0.087 0.868 0.006
H 0.610496 10.171443 -4.222331 -0.154 -0.424 0.229
H -0.943946 10.311330 -5.064855 0.353 0.170 -0.379
H 0.473499 9.415028 -5.808100 -0.385 -0.101 -0.016
C 2.405733 -8.441856 3.121584 0.797 -1.653 0.398
C 3.597675 -8.153626 4.053575 -1.236 1.787 0.132
N 4.858542 -8.150595 3.378938 2.694 0.899 -3.293
C 5.213055 -9.208556 2.531742 1.631 1.380 1.188
C 6.442946 -8.875444 1.996764 -1.324 0.015 0.257
N 6.782042 -7.554672 2.394551 -2.563 -3.548 -0.052
C 5.758070 -7.124660 3.162907 -0.441 -1.358 0.477
C 7.938698 -6.905060 1.869091 0.683 2.044 0.457
H 2.615372 -9.421642 2.692444 -0.267 -0.038 -0.401
H 2.250977 -7.747024 2.296141 0.002 0.202 0.409
H 1.524171 -8.653068 3.726857 -0.107 0.607 -0.093
H 3.701919 -8.847326 4.887857 -0.419 0.187 0.054
H 3.479843 -7.114339 4.360324 -0.059 -0.191 0.854
H 4.540134 -10.052589 2.566057 0.640 -0.251 -0.484
H 7.036424 -9.463311 1.312221 0.172 0.272 0.161
H 5.629978 -6.118079 3.532752 0.161 -0.109 0.219
H 8.144525 -6.120751 2.597501 0.120 0.476 -0.443
H 7.722083 -6.501225 0.880098 0.056 0.096 0.127
H 8.882282 -7.449556 1.833497 -0.598 -0.815 0.117
C -1.135818 4.199552 10.524087 1.062 -0.336 0.552
C -1.988748 5.240407 9.853601 -0.143 -0.388 0.593
N -1.957500 5.126723 8.378636 0.022 0.504 -0.788
C -2.640706 4.120507 7.686031 0.083 1.293 -0.158
C -2.532685 4.399938 6.357756 1.300 -0.262 0.933
N -1.641580 5.467001 6.268373 0.424 1.110 -0.916
C -1.348835 5.967380 7.477649 -1.500 -2.613 0.855
C -1.072687 5.977678 4.989414 -0.641 0.181 -0.077
H -1.460671 3.162628 10.438212 -0.191 0.112 -0.452
H -1.113434 4.371121 11.600265 -0.150 0.245 0.021
H -0.094972 4.270284 10.208274 0.017 -0.114 -0.132
H -1.687275 6.233659 10.186275 0.026 0.047 -0.463
H -2.998856 5.069291 10.225758 -0.255 0.339 -0.543
H -3.199552 3.327443 8.160512 0.115 0.248 0.178
H -2.895647 3.811470 5.528080 0.168 0.341 -0.105
H -0.761028 6.841371 7.716446 -0.013 -0.167 -0.090
H -1.894567 5.933198 4.274826 0.289 -0.182 -0.172
H -0.191422 5.436305 4.645319 -0.319 -0.470 0.257
H -0.759351 7.021286 5.017685 -0.252 0.008 0.655
Cl -7.141191 -0.301630 2.540044 0.274 0.032 0.081
C 3.036295 0.182377 6.523313 1.029 0.188 1.165
F 3.328279 1.532629 6.436763 -0.463 -1.289 -0.452
F 1.839242 0.097285 7.151002 0.414 0.013 -0.789
F 2.967468 -0.364081 5.290188 -0.505 0.858 0.661
S 4.403084 -0.731348 7.476328 2.538 -2.112 1.309
O 5.532608 -0.677479 6.532653 -1.353 0.535 0.131
O 4.716670 -0.099212 8.763307 -1.265 0.425 -1.562
O 3.883598 -2.096653 7.654372 -0.477 1.450 -0.711
C -3.101472 -8.048704 -1.937857 -2.835 -0.716 -0.657
F -2.992659 -8.247057 -3.276971 -0.208 0.660 -0.039
F -2.190120 -8.794893 -1.414158 1.846 -1.030 1.259
F -2.822235 -6.765798 -1.651181 -0.075 0.075 -0.308
S -4.843065 -8.631855 -1.207641 -0.275 0.194 -0.224
O -5.862019 -7.985754 -2.058433 1.406 -0.468 0.835
O -4.875733 -10.089175 -1.187067 0.445 0.963 -0.802
O -4.645753 -8.087853 0.125480 -0.234 0.570 -0.018
```
Forces are in eV/Å.

Output
E: -5171.7949 a.u.
HOMO-LUMO gap: 2.68 eV
Net charge: +4

# 3
The ion C9H15N2O with charge +1, computed with the ωB97M-V functional and the def2-TZVPD basis.

XYZ file:
```
27
Properties=species:S:1:pos:R:3:forces:R:3
C 2.531862 1.180631 -0.956993 2.129 0.552 -0.503
C 1.554774 1.846593 -0.321982 -1.343 -2.913 -0.472
C 0.773828 -0.028799 -1.161645 -0.511 -2.063 0.124
C -2.841486 -0.319653 0.909153 -0.163 -1.607 1.434
C -2.208660 0.458130 -0.159172 1.568 3.181 -2.108
C -1.708961 -1.396912 1.203439 -0.422 -0.590 0.027
C -0.884342 1.221691 0.193158 -0.133 -0.482 2.813
C -0.502987 -0.707381 1.732514 -0.733 2.625 -0.040
C 2.992608 -0.901538 -2.178722 -0.376 -1.010 0.543
N 2.056727 -0.011385 -1.469340 1.669 2.240 -0.119
N 0.416078 0.982364 -0.383095 -0.661 1.466 -1.015
O -0.415696 -0.232705 2.999050 -0.046 -0.680 -0.545
H 3.586938 1.498030 -1.120864 -1.148 -0.395 0.226
H 1.536208 2.694701 0.257219 0.002 1.781 0.944
H 0.253974 -0.922442 -1.410816 -1.014 -0.106 0.040
H -2.801809 0.182818 1.857988 -0.537 0.978 0.340
H -3.959674 -0.632769 0.774581 2.339 0.103 -0.171
H -1.964915 -0.191643 -1.008721 -0.471 0.203 -0.149
H -2.839635 1.304762 -0.480698 -0.207 -0.604 -0.302
H -2.093526 -2.084690 1.971258 0.240 -0.234 -0.388
H -1.426846 -1.908426 0.256009 -0.346 -0.038 0.790
H -0.933971 2.204678 0.832191 0.222 -2.148 -1.538
H 0.390852 -0.492657 1.158965 0.032 -0.927 0.641
H 3.622135 -0.318598 -2.838145 0.032 0.143 0.034
H 3.583765 -1.427319 -1.415605 0.044 0.328 -0.283
H 2.517034 -1.694333 -2.761350 -0.389 0.417 0.083
H -1.234275 -0.303145 3.521624 0.220 -0.220 -0.406
```
Forces are in eV/Å.

Output
Energy above the lowest of the compared OMol25 structures with the same formula, charge and spin: 95.18 kcal per mole
E: -536.3136 a.u.
HOMO-LUMO gap (alpha / beta): 8.01 / 6.91 eV
Net charge: +1